[1]
153
Properties=species:S:1:pos:R:3:forces:R:3 method="wB97M-V/def2-TZVPD" homo_ev="-9.950 / -9.950" spin_multiplicity=2 total_energy_ha=-2980.72714 orbital_gap_ev="7.88 / 2.66" total_charge=+1
O 23.8703 -13.4326 -14.8616 -1.081 -2.087 2.302
O 20.9787 -17.4037 -11.6521 -0.897 0.843 1.697
O 31.7707 -10.1423 -15.7438 -0.608 -0.762 1.318
O 19.0603 -21.3176 -13.2531 0.016 -0.294 -0.804
O 23.8994 -18.0276 -15.1277 -1.650 -1.731 -0.881
O 23.6709 -13.2282 -12.0756 -0.690 1.168 0.061
O 22.9628 -7.5047 -18.2182 -0.323 -1.452 -3.582
O 16.2930 -10.6264 -12.9563 -1.347 0.062 0.371
O 25.0196 -14.8305 -9.5843 -0.172 0.399 -0.371
O 19.1982 -11.7784 -13.6491 -0.660 2.429 0.250
O 22.2482 -13.3890 -9.4209 -0.093 0.735 -0.785
O 28.1721 -13.5232 -14.1043 -0.838 -0.804 1.605
O 25.4137 -8.2443 -14.4726 -0.217 -1.054 0.508
O 25.4314 -11.9169 -19.7916 0.240 -0.590 0.429
O 26.3634 -17.0351 -16.6297 1.209 -0.218 0.471
O 18.0510 -14.4994 -9.7055 -1.730 -1.386 -0.221
O 20.0863 -15.2736 -15.5444 -0.600 -0.958 0.386
N 23.6708 -11.4880 -16.6249 -1.014 -0.986 -0.347
N 22.7645 -8.8775 -15.9123 -1.082 1.510 1.046
N 29.2864 -11.1945 -15.8591 -1.855 -1.553 -0.665
N 18.2647 -14.6214 -13.3654 -0.779 -0.053 -0.162
N 19.7746 -18.7248 -13.9286 4.208 -0.048 -0.310
C 21.2493 -16.4635 -10.6268 -0.595 -1.369 2.457
C 25.1332 -12.6936 -20.9435 -1.163 0.406 0.524
C 20.8917 -15.4809 -16.7004 0.403 2.653 0.202
C 24.3292 -16.7293 -15.3558 2.258 1.064 0.259
C 27.5683 -13.1143 -15.2920 -0.298 0.138 -0.984
C 27.2315 -13.5167 -12.9822 1.074 1.000 -0.468
C 21.2050 -16.8166 -12.8370 0.999 -2.902 -3.390
C 21.7002 -8.0870 -17.8911 -0.404 1.020 2.766
C 28.5805 -12.5040 -16.2554 1.175 1.352 0.619
C 24.7877 -12.4068 -18.5980 1.328 0.965 -0.009
C 18.7001 -15.4842 -15.6965 -1.655 0.536 -0.266
C 16.9737 -10.5909 -14.1798 1.494 -0.586 1.606
C 24.2065 -14.3562 -8.5381 0.238 0.919 0.887
C 18.6919 -13.9369 -8.6123 -0.111 1.349 0.128
C 21.6863 -7.9273 -16.3593 1.168 -0.379 -1.150
C 18.4945 -10.4786 -13.8496 -0.548 -0.347 -2.106
C 22.6723 -12.5484 -12.9106 0.460 -1.717 1.316
C 30.8990 -10.0776 -14.5305 0.344 1.050 -0.294
C 21.0438 -17.9896 -13.8922 -0.132 3.539 0.473
C 23.4895 -13.0269 -8.8077 -0.447 -1.787 0.518
C 18.2103 -13.9361 -10.9619 0.715 0.037 -0.383
C 26.5790 -8.5778 -13.7655 0.882 0.045 -0.340
C 19.9458 -19.8013 -14.8536 -2.289 -0.678 -1.174
C 23.0878 -8.5499 -14.5281 0.386 -1.134 0.333
C 24.4022 -9.1444 -14.0328 -0.915 0.985 -0.734
C 24.4107 -11.1789 -17.8107 1.679 0.774 0.118
C 33.0501 -9.5414 -15.5780 -0.208 0.892 0.157
C 25.5926 -10.2750 -17.2719 -0.026 -0.602 -1.912
C 20.1161 -22.3193 -13.1174 -0.851 1.430 0.769
C 29.8506 -11.2037 -14.5356 1.941 -0.341 -0.563
C 17.9200 -15.6455 -14.3427 0.871 -0.323 -0.833
C 17.8053 -14.9660 -11.9900 1.023 -1.176 -1.076
C 23.2222 -7.7939 -19.6723 1.111 0.073 0.593
C 22.6014 -13.3891 -14.1497 0.360 1.997 -1.231
C 25.1348 -16.3995 -16.6449 -2.006 -0.274 -0.151
C 18.8695 -20.8279 -14.5957 0.755 -1.171 0.753
H 19.8921 -19.4986 -15.8994 0.095 0.607 -0.001
H 19.9045 -23.2126 -13.7052 0.156 0.126 -0.021
H 30.3461 -9.1392 -14.4885 0.119 0.450 -0.631
H 25.2134 -15.3205 -16.7772 0.048 0.269 0.532
H 24.2330 -8.1093 -19.9309 0.694 -0.046 1.277
H 18.3685 -15.8853 -11.8292 -0.044 -0.421 0.934
H 24.6039 -18.6574 -15.2971 0.265 0.107 -0.051
H 17.6966 -13.0065 -11.2072 -0.412 0.333 0.666
H 25.3886 -9.2311 -17.5102 -0.059 0.105 0.551
H 24.5997 -10.1414 -14.4267 -0.016 -0.251 0.151
H 20.9931 -17.0225 -9.7268 0.030 0.030 0.272
H 21.6970 -12.6550 -12.4356 -0.086 -0.092 0.341
H 18.7872 -9.9300 -14.7448 1.263 -0.476 -0.473
H 21.0721 -21.8334 -13.3124 0.239 -0.371 -0.456
H 17.8446 -20.4645 -14.6707 0.157 0.190 0.019
H 26.2009 -13.7879 -13.2112 0.160 -0.297 -0.579
H 18.2935 -12.9373 -8.4385 0.233 0.488 -0.093
H 30.4708 -12.0850 -14.3724 -0.262 -0.678 0.242
H 25.6121 -13.6704 -21.0108 0.168 -0.071 0.328
H 16.5919 -9.7460 -14.7529 0.256 0.166 0.185
H 23.8806 -12.8142 -15.5958 -0.172 1.340 -0.674
H 25.8168 -10.4802 -16.2251 -0.456 0.234 0.018
H 21.9270 -6.8828 -16.1611 0.505 0.162 0.135
H 22.8022 -11.7787 -17.0505 -0.892 -0.625 0.532
H 20.6431 -15.9724 -13.2366 -0.504 0.182 0.792
H 25.3276 -12.1497 -21.8679 0.208 0.236 0.296
H 23.6679 -10.7222 -18.4649 0.644 1.130 -0.488
H 24.0938 -12.3716 -9.4350 -0.064 0.172 0.132
H 16.8171 -11.4828 -14.7865 -0.119 -0.241 -0.128
H 24.6637 -16.7515 -17.5627 -0.951 -0.052 -0.019
H 18.4099 -14.4459 -7.6906 0.370 -0.598 -0.337
H 19.2708 -14.5794 -13.2877 0.221 0.282 -0.250
H 23.2164 -12.6054 -7.8403 0.399 0.426 -0.016
H 20.1162 -22.5052 -12.0434 -0.034 -0.450 -0.177
H 18.7688 -12.4474 -14.1873 -0.323 -0.113 -0.055
H 26.5362 -10.4732 -17.7802 -0.054 -0.148 -0.280
H 23.5163 -16.0224 -15.1895 -0.008 -0.146 -0.181
H 20.9278 -20.2636 -14.7531 0.091 0.081 0.304
H 16.7632 -15.2848 -11.9668 -0.172 0.576 -0.042
H 33.6364 -9.5266 -16.4968 -0.733 -0.002 -0.456
H 18.5035 -16.2414 -16.4554 0.055 -1.095 0.588
H 22.2684 -16.6003 -12.9385 0.311 0.543 -0.106
H 27.5690 -14.1174 -12.1376 0.342 -0.170 -0.409
H 30.0742 -11.0973 -16.4835 -0.074 0.057 -0.359
H 21.8640 -18.7070 -13.8640 -0.001 -0.208 0.400
H 26.8321 -16.6576 -17.3777 0.492 -0.301 0.025
H 24.0555 -12.7871 -20.8093 -0.286 -0.732 -1.017
H 24.8291 -14.1515 -7.6671 0.184 -0.535 0.173
H 16.8412 -15.7082 -14.4855 -0.104 0.702 -0.470
H 22.2292 -12.8745 -10.2311 -0.345 -0.160 -0.235
H 28.1525 -12.3239 -17.2416 -0.343 -0.026 0.109
H 16.3376 -11.4902 -12.5399 0.143 -0.094 -0.172
H 23.4028 -10.5533 -16.3519 -0.476 0.213 1.171
H 23.2664 -7.4842 -14.3849 -0.615 0.263 0.146
H 21.0135 -16.4461 -17.1919 -0.294 -0.372 0.677
H 20.7014 -8.0061 -15.8991 0.074 -1.039 0.088
H 26.5111 -8.2517 -12.7277 0.228 0.479 0.054
H 27.1901 -13.9921 -15.8159 -0.127 -0.435 -0.225
H 19.7600 -13.8774 -8.8213 0.258 -0.035 0.501
H 24.3272 -9.1517 -12.9454 0.349 -0.159 0.260
H 29.0531 -11.1909 -13.7927 0.401 0.531 0.259
H 22.2090 -14.3662 -13.8680 0.419 -0.171 -0.271
H 21.6005 -9.1646 -18.0217 0.269 -0.045 -0.853
H 26.7692 -9.6487 -13.6941 -0.247 -0.415 -0.318
H 18.1612 -14.6961 -16.2224 0.591 1.147 0.047
H 21.2721 -17.3978 -14.7786 -0.548 -0.685 -0.888
H 27.2425 -12.4737 -12.6656 -0.393 0.140 0.387
H 23.4353 -15.0958 -8.3230 -0.048 -0.007 0.385
H 22.7078 -8.6783 -20.0482 -0.913 0.477 0.176
H 27.4184 -8.1809 -14.3365 0.084 0.333 0.457
H 22.3076 -16.2469 -10.4814 0.026 0.503 -0.712
H 33.7816 -9.9671 -14.8911 -0.603 -0.710 0.643
H 31.5524 -10.0101 -13.6606 -0.028 -0.684 0.170
H 19.2692 -13.6966 -11.0590 0.429 0.113 -0.491
H 23.5990 -8.6354 -16.4272 0.026 0.433 -0.540
H 18.6858 -9.7297 -13.0810 -0.052 -0.830 0.634
H 20.8151 -7.5416 -18.2186 0.213 0.057 -0.947
H 20.6264 -14.7371 -17.4518 -0.649 -0.223 -0.492
H 24.6673 -14.3412 -10.3313 0.198 -0.213 -0.753
H 29.3286 -13.2843 -16.3959 0.296 -0.174 0.030
H 19.0262 -21.6080 -15.3407 -0.288 -0.323 0.039
H 23.2030 -6.9152 -20.3170 -1.167 0.199 0.297
H 26.6551 -12.5460 -15.1150 0.117 0.708 0.138
H 23.8631 -12.9612 -18.7585 -0.028 -0.308 -0.527
H 22.2686 -8.9564 -13.9349 -0.097 0.413 0.346
H 21.8078 -14.9961 -16.3631 0.679 -0.907 -0.111
H 25.4860 -13.0097 -18.0175 0.119 -0.383 -0.007
H 18.0684 -16.6818 -14.0392 0.803 -0.662 0.909
H 21.8364 -12.8363 -14.6949 -0.210 -0.419 -0.896
H 22.8091 -11.4705 -12.9971 0.616 -0.073 -0.405
H 19.5441 -19.0822 -13.0125 -1.143 0.151 0.841
H 24.3909 -13.3500 -12.6988 0.414 -0.070 -0.100
H 32.8704 -8.5185 -15.2469 0.323 0.288 -0.088
H 25.0558 -16.6478 -14.5473 0.276 1.315 0.098
H 20.5496 -15.6296 -10.5700 0.330 0.368 -0.689

[2]
20
Properties=species:S:1:pos:R:3:forces:R:3 method="wB97M-V/def2-TZVPD" homo_ev=-14.188 smiles=CC[C@@H](C)[N@H+](Br)P(O)Br total_energy_ha=-5778.14134 orbital_gap_ev=9.19 total_charge=+1
Br -2.5013 3.0719 -0.0146 0.102 -0.249 0.098
Br -1.9808 0.5856 -2.2039 -0.019 -0.214 0.114
P -1.7907 1.2792 0.9819 0.116 0.223 0.471
O -3.1947 0.5726 1.3101 -0.166 -0.103 -0.332
N -1.3496 0.0993 -0.4667 0.244 0.487 -0.664
C 0.1441 -0.2984 -0.5233 0.234 -0.347 -0.156
C 0.2501 -1.7279 -0.0140 -0.452 0.229 -0.051
C 1.0754 0.7020 0.1434 0.330 -0.155 -0.325
C 2.5362 0.2712 -0.0777 -0.160 0.042 0.443
H -0.1065 -1.8096 1.0146 0.205 -0.035 0.133
H 1.2786 -2.0623 -0.0843 0.076 -0.072 0.132
H -0.3579 -2.3883 -0.6350 0.036 -0.078 -0.019
H -3.0850 -0.2133 1.8614 -0.186 0.018 0.347
H -1.8825 -0.7469 -0.2632 -0.074 -0.022 -0.010
H 2.6898 -0.1967 -1.0477 0.074 0.093 -0.114
H 0.9446 1.6734 -0.3382 -0.215 0.141 0.196
H 0.9060 0.7773 1.2142 -0.135 0.152 0.033
H 2.8430 -0.4259 0.7002 0.016 -0.154 -0.093
H 0.3954 -0.2991 -1.5818 -0.089 0.015 -0.040
H 3.1859 1.1358 0.0248 0.063 0.029 -0.163

[3]
34
Properties=species:S:1:pos:R:3:forces:R:3 method="wB97M-V/def2-TZVPD" homo_ev=-12.140 smiles="CCP(C)[C@]1([PH2]=N)CC[C@@H](I)[NH2+][C@@H]1S" total_energy_ha=-1804.62791 orbital_gap_ev=8.83 total_charge=+1
I -4.7671 -0.5665 0.3192 -0.091 0.039 0.034
S -0.6468 -1.4267 -2.2982 -0.022 0.089 0.062
P 1.8548 -0.1796 -0.6484 -0.049 0.182 0.052
P 0.1537 2.3499 -0.2026 0.148 0.090 0.202
N -1.1366 3.2152 -0.1723 -0.067 -0.463 -0.498
N -2.2959 0.2451 -1.0817 0.039 0.021 -0.004
C -1.9551 0.1538 1.3274 -0.020 0.052 0.033
C 3.0147 1.0348 0.1066 0.059 0.015 -0.027
C 0.0946 0.4991 -0.2157 -0.023 0.169 0.030
C -2.6599 -0.5091 0.1703 0.211 0.008 -0.246
C -0.4413 0.0174 1.1514 0.060 -0.134 -0.087
C 1.4037 -2.8513 0.3801 0.033 -0.037 -0.072
C -0.8135 0.1794 -1.4346 -0.125 -0.086 0.050
C 2.1513 -1.5224 0.5850 -0.045 -0.083 0.018
H 0.2830 -0.9944 -3.1598 -0.018 -0.049 0.000
H 2.0329 -1.1453 1.6040 0.006 0.025 -0.041
H 3.2262 -1.6843 0.4617 -0.026 0.003 0.004
H -2.0489 2.8528 0.0420 -0.004 0.281 0.300
H 3.9882 0.5415 0.0552 -0.013 0.037 -0.031
H -2.2758 -0.3111 2.2593 0.043 -0.035 -0.029
H -0.1625 -1.0261 1.3085 -0.105 0.012 -0.022
H 0.9583 2.5865 -1.3349 -0.076 0.102 -0.005
H -2.8168 -0.1453 -1.8727 0.021 0.034 -0.019
H 2.8314 1.2805 1.1525 -0.045 -0.047 0.009
H 2.1044 -3.6753 0.2526 -0.006 0.020 0.028
H 0.7695 -2.8382 -0.5060 0.049 -0.029 0.086
H 1.0571 2.6141 0.8368 0.011 -0.036 0.052
H -0.6961 0.9692 -2.1785 0.079 -0.150 -0.109
H -2.5795 1.2271 -0.9921 0.090 0.038 0.081
H 0.0532 0.5863 1.9429 0.055 -0.046 -0.024
H -2.3059 -1.5273 0.0055 -0.100 -0.023 0.086
H -2.2552 1.2036 1.3800 -0.033 -0.047 0.064
H 3.1010 1.9474 -0.4817 -0.032 0.011 0.025
H 0.7788 -3.1013 1.2382 -0.007 0.039 -0.003

Repeat the second record exactly.
20
Properties=species:S:1:pos:R:3:forces:R:3 method="wB97M-V/def2-TZVPD" homo_ev=-14.188 smiles=CC[C@@H](C)[N@H+](Br)P(O)Br total_energy_ha=-5778.14134 orbital_gap_ev=9.19 total_charge=+1
Br -2.5013 3.0719 -0.0146 0.102 -0.249 0.098
Br -1.9808 0.5856 -2.2039 -0.019 -0.214 0.114
P -1.7907 1.2792 0.9819 0.116 0.223 0.471
O -3.1947 0.5726 1.3101 -0.166 -0.103 -0.332
N -1.3496 0.0993 -0.4667 0.244 0.487 -0.664
C 0.1441 -0.2984 -0.5233 0.234 -0.347 -0.156
C 0.2501 -1.7279 -0.0140 -0.452 0.229 -0.051
C 1.0754 0.7020 0.1434 0.330 -0.155 -0.325
C 2.5362 0.2712 -0.0777 -0.160 0.042 0.443
H -0.1065 -1.8096 1.0146 0.205 -0.035 0.133
H 1.2786 -2.0623 -0.0843 0.076 -0.072 0.132
H -0.3579 -2.3883 -0.6350 0.036 -0.078 -0.019
H -3.0850 -0.2133 1.8614 -0.186 0.018 0.347
H -1.8825 -0.7469 -0.2632 -0.074 -0.022 -0.010
H 2.6898 -0.1967 -1.0477 0.074 0.093 -0.114
H 0.9446 1.6734 -0.3382 -0.215 0.141 0.196
H 0.9060 0.7773 1.2142 -0.135 0.152 0.033
H 2.8430 -0.4259 0.7002 0.016 -0.154 -0.093
H 0.3954 -0.2991 -1.5818 -0.089 0.015 -0.040
H 3.1859 1.1358 0.0248 0.063 0.029 -0.163